[1]
Formula: C8H8N4O4
Source: the OMol25 dataset
Level of theory: the ωB97M-V functional and the def2-TZVPD basis

E_LUMO, eV: -0.32
Structure (SMILES): O=c1cc[nH]c(=O)[nH]1.O=c1cc[nH]c(=O)[nH]1
Highest occupied orbital energy, eV: -9.28
Molecular weight, Da: 224.18
Relative energy (zero: lowest compared OMol25 entry of this formula, charge and spin), kcal/mol: 79.6

```
24
Properties=species:S:1:pos:R:3:nbo_charge:R:1
O -4.091 2.342 -0.341 -0.573
C -3.802 1.110 -0.362 0.637
C -4.581 -0.041 -0.038 -0.404
C -3.971 -1.239 0.139 0.088
N -2.638 -1.333 -0.083 -0.591
C -1.711 -0.437 -0.385 0.761
O -0.556 -0.709 -0.685 -0.615
N -2.356 0.793 -0.602 -0.656
H -5.646 0.247 0.315 0.264
H -4.410 -2.162 0.671 0.234
H -2.329 -2.292 0.590 0.423
H -1.647 1.536 -0.777 0.436
O 3.315 2.808 0.149 -0.576
C 3.011 1.623 0.056 0.646
C 1.955 0.841 0.674 -0.417
C 2.134 -0.471 0.687 0.097
N 3.146 -1.164 0.053 -0.629
C 4.343 -0.488 -0.387 0.795
O 5.264 -1.105 -0.765 -0.587
N 4.113 0.864 -0.482 -0.660
H 1.132 1.306 1.259 0.248
H 1.256 -1.105 1.037 0.227
H 3.239 -2.200 0.359 0.423
H 4.828 1.276 -1.082 0.431
```

[2]
Formula: C26H51AlFNO
Source: the OMol25 dataset
Level of theory: the ωB97M-V functional and the def2-TZVPD basis

E_LUMO (alpha / beta), eV: -11.31 / -11.77
⟨S²⟩: 0.754
Multiplicity: 2
Highest occupied orbital energy (alpha / beta), eV: -16.37 / -16.36
Molecular weight, Da: 439.68
Total charge: +3

```
81
Properties=species:S:1:pos:R:3:mulliken_spin:R:1
C -9.061 3.220 3.700 0.121
C -7.568 2.772 4.161 0.131
C -7.189 1.358 3.492 0.208
C -5.777 0.903 4.149 0.186
C -4.851 0.342 2.930 0.138
C -3.745 -0.686 3.528 0.086
C -2.248 -0.185 3.302 0.029
C -1.159 -1.258 3.823 0.024
C 0.332 -0.689 3.846 0.007
C 1.100 -0.733 2.441 0.000
C 2.329 -1.757 2.440 0.001
C 3.601 -1.302 1.576 0.000
C 4.007 -2.516 0.573 0.000
C 4.623 -2.008 -0.817 0.000
C 3.693 -2.173 -2.093 0.001
C 2.624 -0.990 -2.333 0.001
C 1.401 -1.091 -1.270 -0.001
C 0.788 -2.543 -1.121 0.000
F 0.306 -0.253 -1.756 0.000
C 1.974 -1.264 -3.769 0.000
C 1.839 -0.035 -4.765 0.002
C 0.275 0.415 -4.913 0.001
C 2.196 -0.628 -6.252 0.000
N 2.766 1.092 -4.564 -0.001
O 2.563 2.045 -5.360 0.001
C 2.885 1.579 -3.164 0.001
C 1.641 2.513 -2.688 0.000
C 4.158 2.607 -3.175 0.001
C 3.279 0.449 -2.115 -0.002
H -9.744 2.323 3.817 -0.003
H -9.020 3.629 2.645 -0.004
H -9.361 4.065 4.396 0.036
H -7.450 2.694 5.283 -0.002
H -6.822 3.556 3.793 -0.001
H -7.055 1.503 2.373 0.003
H -7.947 0.549 3.739 0.001
H -5.259 1.767 4.685 0.002
H -6.013 0.062 4.875 0.010
H -4.394 1.242 2.413 -0.004
H -5.568 -0.199 2.222 0.007
H -3.924 -0.693 4.661 0.010
H -3.967 -1.716 3.114 0.011
H -2.107 0.761 3.936 0.001
H -2.046 0.100 2.222 0.000
H -1.262 -2.270 3.308 -0.002
H -1.442 -1.445 4.920 0.000
H 0.906 -1.292 4.627 0.004
H 0.282 0.374 4.234 0.000
H 1.412 0.347 2.201 0.000
H 0.307 -0.982 1.647 0.000
H 1.924 -2.769 2.121 0.000
H 2.678 -1.853 3.517 0.000
H 4.451 -1.082 2.290 0.000
H 3.414 -0.331 0.990 0.000
H 3.189 -3.290 0.477 0.000
H 4.867 -3.044 1.118 0.000
H 5.539 -2.673 -1.008 0.000
H 5.038 -0.970 -0.638 0.000
H 4.387 -2.120 -3.009 0.000
H 3.216 -3.211 -2.164 0.000
H 1.706 -0.614 -0.279 0.001
H -0.014 -2.504 -0.303 0.000
H 1.526 -3.355 -0.860 0.000
H 0.229 -2.887 -2.059 0.000
H 2.629 -2.046 -4.296 0.000
H 0.940 -1.753 -3.722 0.000
H 0.208 1.089 -5.819 0.000
H -0.273 -0.549 -5.182 0.000
H -0.150 0.853 -3.964 0.000
H 1.798 -1.685 -6.383 0.000
H 3.329 -0.567 -6.331 0.000
H 1.785 0.100 -7.024 0.000
H 1.152 2.109 -1.736 0.000
H 2.041 3.545 -2.388 0.000
H 0.896 2.708 -3.519 0.000
H 4.998 2.116 -3.765 0.000
H 3.885 3.583 -3.709 0.000
H 4.500 2.803 -2.088 0.000
H 3.134 0.789 -1.030 0.000
H 4.416 0.307 -2.218 0.000
Al 6.255 3.742 -1.933 0.000
```